A 2-piece molecular cluster, CH2N2O2 overall. Source: the OMol25 dataset; level of theory: ωB97M-V/def2-TZVPD.

Values from the calculation:
energy relative to the best compared isomer or geometry (same formula, charge and spin) = 234.9 kcal/mol
maximum force = 3.74 eV/A
orbital gap (spin up / spin down) = 0.3119 / 0.3123 Eh
lowest unoccupied orbital energy (spin up / spin down) = -1.996 / -1.991 eV

Each line ends with the natural charge from an NBO analysis.
Positions of all 7 atoms, in Å:
C1 -0.454 -0.862 -1.055  0.479
N1 0.621 1.516 1.141  0.051
N2 -0.032 0.397 -0.701  -0.293
O1 -1.087 -1.679 -0.462  -0.532
O2 0.251 0.527 0.588  -0.022
H1 -0.437 -0.759 -2.264  0.115
H2 1.138 0.860 2.753  0.203